(1)
Below is C14H11I2NS6Ti as an isolated structure, with properties calculated with the ωB97M-V functional and the def2-TZVPD basis.

Atoms and positions in Å:
Ti  -0.38  1.65  -1.18
S  -4.33  0.26  0.49
C  -4.55  1.91  0.11
C  -3.44  2.46  -0.45
C  -2.36  1.54  -0.60
C  -2.72  0.30  -0.12
C  -1.81  -0.83  -0.14
C  -2.09  -2.10  0.34
C  -1.13  -3.08  0.25
C  0.09  -2.79  -0.34
C  0.31  -1.50  -0.78
N  -0.61  -0.53  -0.69
H  -5.49  2.39  0.32
H  -3.39  3.50  -0.76
H  -3.06  -2.30  0.79
H  -1.33  -4.07  0.64
H  0.87  -3.53  -0.43
H  1.26  -1.22  -1.23
I  1.66  0.91  -3.19
C  -0.49  0.92  -3.14
I  -0.37  4.20  -1.65
H  -0.81  1.63  -3.90
H  -0.83  -0.08  -3.36
C  4.87  1.29  1.18
S  3.98  0.25  0.00
C  2.70  -0.33  1.06
C  1.54  0.31  1.33
S  1.03  1.88  0.74
S  0.47  -0.50  2.45
C  1.41  -1.95  2.67
S  0.90  -3.22  3.57
S  2.91  -1.88  1.83
H  5.74  1.69  0.65
H  5.21  0.70  2.03
H  4.24  2.12  1.51

The largest force on an atom comes out at 0.2 eV Å⁻¹. The value obtained for the energy above the lowest of the compared OMol25 structures with the same formula, charge and spin is 0.0 kJ/mol. The calculation puts the HOMO-LUMO gap at 6.95 eV. The energy comes out at -120516.251 eV.



(2)
Below is C14H11N5O4OsS as an isolated structure, with properties calculated with the ωB97M-V functional and the def2-TZVPD basis.

Atoms and positions in Å:
Os  -1.00  0.88  0.34
N  3.33  -1.40  3.22
C  3.05  -1.04  2.01
S  -0.88  0.70  2.44
N  2.70  -0.76  0.94
N  3.04  -0.16  -0.26
C  2.10  -0.11  -1.13
C  0.16  2.39  -1.29
C  0.67  3.09  -2.36
C  -0.17  4.04  -2.92
C  -1.46  4.25  -2.43
C  -1.91  3.50  -1.37
N  -1.08  2.59  -0.81
H  3.20  -0.75  3.99
H  3.87  -2.25  3.38
H  2.47  0.33  -2.05
H  1.67  2.92  -2.73
H  0.18  4.63  -3.76
H  -2.11  4.99  -2.87
H  -2.89  3.61  -0.93
O  -3.27  -1.28  2.63
C  -2.33  -0.71  1.88
O  -2.77  0.11  0.91
C  -1.43  -1.74  1.25
C  -1.46  -3.11  1.42
C  -0.64  -3.88  0.62
C  0.20  -3.27  -0.31
C  0.23  -1.89  -0.40
N  -0.59  -1.15  0.38
C  1.12  -1.25  -1.42
O  1.21  -1.71  -2.52
O  0.74  1.44  -0.54
H  -3.99  -0.66  2.81
H  -2.14  -3.55  2.14
H  -0.65  -4.96  0.70
H  0.83  -3.85  -0.97

The largest force on an atom comes out at 2.0 eV Å⁻¹. The value obtained for the energy above the lowest of the compared OMol25 structures with the same formula, charge and spin is 107.9 kJ/mol. The total charge is +2. The calculation puts the HOMO-LUMO gap (spin up / spin down) at 6.77 / 6.75 eV. The energy comes out at -43619.618 eV.